Entry P
41
Properties=species:S:1:pos:R:3:nbo_charge:R:1 method="wB97M-V/def2-TZVPD" gap_ev=9.4 lumo_ev=0.225
C -1.628 -2.161 -1.477 -0.12
C -1.021 -0.876 -0.838 0.68
C -2.211 -2.099 -2.986 -0.39
C -1.141 -1.343 -3.727 -0.50
C -1.860 -0.215 -4.277 0.64
C 0.184 -0.272 1.331 -0.13
C -1.113 -0.540 2.285 0.82
C 0.384 1.215 0.875 -0.41
C 1.346 1.811 1.953 -0.46
C 2.647 0.907 2.106 -0.46
C 4.047 1.721 2.717 -0.19
H -3.559 -2.152 -0.495 0.37
H -2.194 -2.137 0.800 0.42
H -0.836 -2.811 -1.378 0.19
H -2.976 -1.280 -3.102 0.22
H -2.495 -3.152 -3.443 0.25
H -0.234 -1.113 -2.962 0.21
H -0.897 -2.050 -4.396 0.24
H -2.668 1.489 -3.815 0.40
H -1.787 0.628 -2.460 0.41
H -0.401 -2.354 0.398 0.44
H 1.067 -0.578 1.957 0.27
H 0.917 1.223 -0.063 0.23
H -0.602 1.591 0.842 0.24
H 1.737 2.883 1.611 0.24
H 0.965 1.878 2.978 0.20
H 3.006 0.177 1.067 0.23
H 2.377 0.241 3.243 0.21
H 4.823 0.786 2.364 0.16
H 4.086 1.846 3.983 0.18
H 4.824 3.609 2.755 0.38
H 4.249 2.936 1.158 0.36
H -1.551 1.301 3.128 0.51
N -2.606 -2.554 -0.317 -0.88
N -1.854 0.849 -3.410 -0.82
N -0.040 -1.182 0.141 -0.66
N 4.051 3.024 2.284 -0.85
O -1.528 0.284 -0.714 -0.69
O -2.215 -0.082 -5.454 -0.61
O -1.476 -1.788 2.191 -0.64
O -1.818 0.339 3.146 -0.67

Entry Q
41
Properties=species:S:1:pos:R:3:nbo_charge:R:1 method="wB97M-V/def2-TZVPD" gap_ev=8.6 lumo_ev=0.425
N 4.324 -0.026 -0.913 -0.89
C 4.842 1.030 -0.126 -0.22
C 3.845 1.897 0.488 -0.41
C 2.695 0.989 0.934 -0.42
C 1.665 0.849 -0.155 -0.44
C 0.668 -0.523 -0.128 -0.13
N 0.119 -0.964 1.058 -0.64
C -1.262 -0.954 1.453 0.71
O -1.682 -1.494 2.437 -0.58
C -2.168 -0.570 0.155 -0.16
N -1.837 -1.607 -0.889 -0.84
C -3.604 -0.755 0.620 -0.40
C -4.506 -0.270 -0.448 -0.51
C -4.201 1.105 -0.744 0.66
N -4.378 2.057 0.155 -0.81
O -3.573 1.497 -1.688 -0.61
C 1.369 -1.807 -0.618 0.80
O 2.542 -2.009 -0.488 -0.61
O 0.602 -2.802 -1.088 -0.71
H 4.791 -0.241 -1.756 0.37
H 4.068 -0.900 -0.516 0.40
H 5.747 1.526 -0.533 0.20
H 5.395 0.606 0.703 0.16
H 3.412 2.685 -0.185 0.19
H 4.431 2.334 1.309 0.21
H 2.271 1.586 1.876 0.20
H 3.127 -0.049 1.406 0.21
H 2.220 0.803 -1.227 0.26
H 1.245 1.906 -0.170 0.21
H -0.106 -0.325 -0.883 0.22
H 0.752 -1.254 1.786 0.41
H -1.891 0.426 -0.074 0.23
H -1.759 -1.188 -1.789 0.38
H -2.637 -2.086 -1.079 0.37
H -3.947 -0.356 1.577 0.24
H -3.648 -1.909 0.869 0.23
H -4.259 -0.904 -1.274 0.22
H -5.549 -0.356 -0.153 0.23
H -3.729 2.757 0.238 0.40
H -4.986 1.935 0.987 0.38
H -0.408 -2.638 -1.125 0.52

Short version: entry P is the least stable of them.

Entry P
8
Properties=species:S:1:pos:R:3:nbo_charge:R:1 method="wB97M-V/def2-TZVPD" gap_ev="7.3 / 7.3" charge=-1 lumo_ev="3.039 / 3.040"
C 0.023 0.039 0.182 -0.82
O -1.534 1.437 1.847 -0.97
O 1.128 2.947 0.796 -0.74
S 0.573 -0.096 3.051 -0.59
S -0.156 1.101 1.731 1.43
H -0.943 -0.339 -0.096 0.21
H 0.643 0.686 -0.601 0.25
H 0.613 -0.814 0.320 0.21

Entry Q
8
Properties=species:S:1:pos:R:3:nbo_charge:R:1 method="wB97M-V/def2-TZVPD" gap_ev="6.9 / 6.9" charge=-1 lumo_ev="3.599 / 3.599"
C -0.750 0.597 -0.183 -0.60
O 0.145 -1.119 1.640 -1.00
O 1.855 0.037 0.235 -0.96
S -0.535 1.342 -1.623 -0.25
S 0.313 -0.852 0.238 1.43
H -1.446 1.040 0.642 0.21
H -1.609 -1.229 -0.312 -0.27
H 2.027 0.183 -0.637 0.45

Short version: entry P is the least stable of them.

Entry P
9
Properties=species:S:1:pos:R:3:nbo_charge:R:1 method="wB97M-V/def2-TZVPD" gap_ev=9.8 lumo_ev=0.249
O 0.650 -2.177 -2.466 -0.52
C 0.063 -1.489 -1.592 0.22
S 1.003 -0.611 -0.379 0.22
C -0.207 0.610 0.441 -0.38
C 0.174 1.473 1.326 0.21
F -0.683 2.105 2.105 -0.30
H -1.044 -1.568 -1.205 0.15
H -1.217 0.197 0.364 0.22
H 1.261 1.461 1.406 0.18

Entry Q
9
Properties=species:S:1:pos:R:3:nbo_charge:R:1 method="wB97M-V/def2-TZVPD" gap_ev=8.3 lumo_ev=-0.662
O -0.931 -1.484 -1.320 -0.47
C -0.484 -1.956 -0.347 0.44
C 0.737 -1.072 0.682 0.06
F 1.660 -1.926 1.114 -0.32
C 1.251 0.015 -0.081 -0.32
S 2.766 0.022 -0.663 0.09
H -0.629 -3.003 0.104 0.14
H 0.100 -0.799 1.429 0.17
H 0.602 0.899 0.009 0.21

Short version: entry Q is the least stable of them.

Entry P
19
Properties=species:S:1:pos:R:3:nbo_charge:R:1 method="wB97M-V/def2-TZVPD" gap_ev=8.1 lumo_ev=-0.117
C -3.577 -0.280 0.077 -0.26
O -2.362 -1.103 -0.113 -0.48
C -1.282 -0.351 -0.028 0.29
C -1.353 1.079 0.052 -0.26
C -0.182 1.802 0.068 -0.28
C 1.047 1.157 -0.045 0.33
O 2.252 1.773 -0.029 -0.68
C 1.094 -0.269 -0.225 -0.21
C 2.406 -0.935 -0.146 0.39
O 2.610 -2.169 0.292 -0.54
C -0.043 -0.963 -0.058 -0.19
H -3.646 0.622 -0.599 0.18
H -3.546 0.180 1.106 0.19
H -4.330 -1.005 -0.116 0.21
H -2.270 1.578 0.165 0.21
H -0.243 2.823 0.198 0.21
H 2.181 2.702 0.390 0.49
H 3.287 -0.309 -0.346 0.16
H -0.095 -2.036 -0.180 0.24

Entry Q
19
Properties=species:S:1:pos:R:3:nbo_charge:R:1 method="wB97M-V/def2-TZVPD" gap_ev=9.2 lumo_ev=0.561
C -2.763 -0.556 0.842 -0.68
C -2.097 -0.050 -0.295 0.54
C -0.539 -0.050 -0.306 -0.23
C 0.228 -1.167 -0.363 -0.12
C 1.666 -1.108 -0.384 -0.36
C 2.203 0.055 -0.144 0.33
C 1.524 1.278 -0.026 -0.38
C 0.115 1.234 -0.055 0.38
H -2.310 -0.103 1.843 0.26
H -3.809 -0.713 0.672 0.25
H -2.178 -1.770 1.065 0.22
H -0.339 -2.233 -0.347 0.22
H 2.254 -1.984 -0.484 0.21
H 3.898 -0.912 -0.399 0.47
H 2.154 2.217 -0.161 0.23
H -0.211 3.153 0.003 0.50
O -2.725 0.284 -1.338 -0.53
O 3.582 0.156 -0.076 -0.66
O -0.653 2.268 -0.046 -0.65

Entry R
19
Properties=species:S:1:pos:R:3:nbo_charge:R:1 method="wB97M-V/def2-TZVPD" gap_ev=8.9 lumo_ev=0.002
C -1.062 2.820 0.203 -0.22
C -0.630 2.339 1.217 -0.23
C 1.032 0.034 -1.114 0.79
C -1.015 -1.040 -0.205 0.58
C 1.154 -1.212 0.995 -0.51
C 2.434 -0.557 0.867 0.48
C 0.357 -0.683 -0.207 -0.47
C -1.826 -0.511 -1.410 -0.70
O 1.117 0.436 -2.209 -0.49
O -1.552 -1.617 0.714 -0.60
O 2.625 0.137 -0.114 -0.46
H -1.089 3.498 -0.600 0.23
H 1.203 -2.254 1.102 0.27
H 0.853 -1.019 2.036 0.26
H -0.613 1.635 1.985 0.23
H 3.105 -0.614 1.649 0.16
H -2.894 -0.245 -1.125 0.23
H -1.835 -1.434 -1.966 0.23
H -1.365 0.287 -1.818 0.21

Short version: entry R is the least stable of them.